Arrangement i

Molecular formula: C3H9NO2S
Method: DFT, ωB97M-V/def2-TZVPD

Last column: Löwdin charge in e.
Atoms and positions in Å:
O -0.89955 0.59654 -2.42387  -0.001
C -0.18233 -0.09057 -1.72236  -0.396
N -0.60529 -0.81198 -0.67929  0.036
C 0.32505 -1.53920 0.15549  -0.293
C 0.49155 -0.90886 1.51481  -0.529
S 1.43814 0.64280 1.39132  0.719
H 0.91396 -0.12949 -1.82552  0.135
H -1.54674 -0.83198 -0.34551  0.149
H 1.33146 -1.50760 -0.26653  0.102
H 0.06436 -2.60020 0.26901  0.120
H 1.05696 -1.57855 2.18604  0.074
H -0.40382 -0.60781 2.03396  0.065
H 0.58041 1.62486 1.62006  -0.163
O -0.78682 2.48915 -0.26786  -0.089
H -0.16731 2.42362 -1.00320  0.027
H -1.61004 2.82926 -0.63656  0.045

Results
Highest occupied orbital energy: -0.33696 Eh
HOMO-LUMO gap: 0.3666 hartree
Multiplicity: 1
Total charge: 0
Structure (SMILES): O=CNCCS.O

Arrangement ii

Molecular formula: C3H9NO2S
Method: DFT, ωB97M-V/def2-TZVPD

Last column: Löwdin charge in e.
Atoms and positions in Å:
C 1.95784 1.08415 -0.87924  -0.283
S 0.74233 0.63040 0.05702  0.727
N 1.22891 -0.71825 1.06237  -0.067
O 0.25136 1.69891 0.90114  -0.353
C -0.78310 -0.09745 -0.90198  -0.177
C -2.09223 -0.36619 -0.04825  -0.312
O -2.11398 0.28423 1.15789  -0.069
H 1.84892 2.07828 -1.05389  -0.027
H 2.28089 0.58042 -1.80480  0.036
H 0.51531 -0.99521 1.67482  0.032
H 1.63615 -1.50616 0.61633  0.049
H -0.92871 0.61957 -1.67575  0.067
H -0.37907 -1.00764 -1.38114  0.089
H -2.97942 -0.10334 -0.63640  0.111
H -2.12051 -1.47301 0.14332  0.123
H -1.70217 1.13368 0.99394  0.055

Results
Highest occupied orbital energy: -0.31142 Eh
HOMO-LUMO gap: 0.3324 hartree
Multiplicity: 1
Total charge: 0
Structure (SMILES): C=[S@@](N)(=O)CCO

Arrangement iii

Molecular formula: C3H9NO2S
Method: DFT, ωB97M-V/def2-TZVPD

Last column: Löwdin charge in e.
Atoms and positions in Å:
C 0.24525 1.21425 0.55220  0.011
C -0.02311 0.08027 -0.05906  -0.253
S -1.69321 -0.40000 -0.49095  0.614
C -1.44292 -0.39220 -2.27017  -0.184
O -1.97999 -1.77570 -0.09726  -0.331
O -2.56323 0.68433 -0.09983  -0.338
H 1.24605 1.55643 0.74138  0.054
H -0.62660 1.70765 0.91561  0.060
H 0.64407 -0.68248 -0.38568  0.077
H -0.43095 -0.87534 -2.45793  0.077
H -2.17287 -1.06812 -2.79222  0.068
H -1.68559 0.50307 -2.97669  0.106
N 2.69733 -0.16766 2.04164  -0.028
H 3.42893 -0.64680 2.60623  0.018
H 2.62053 0.80029 2.35290  -0.011
H 1.73629 -0.53800 2.41982  0.060

Results
Highest occupied orbital energy: -0.39143 Eh
HOMO-LUMO gap: 0.4185 hartree
Multiplicity: 1
Total charge: 0
Structure (SMILES): C=CS(C)(=O)=O.N

Which structure is most stable? arrangement i, by 204.0 kJ/mol over the runner-up.

Arrangement i

Molecular formula: C6H6O2S
Method: DFT, ωB97M-V/def2-TZVPD

Last column: Löwdin charge in e.
Atoms and positions in Å:
C 0.98127 0.56242 -0.71684  -0.171
C 1.44657 -0.76126 -1.09752  -0.354
C 0.09060 0.85585 0.24202  -0.264
C -1.89261 -1.87734 -0.73228  -0.033
C -0.68615 0.51007 1.49552  -0.103
C -0.74311 1.89717 0.90076  -0.084
O 1.37867 -3.30515 -0.56846  -0.549
O -1.84441 -1.38871 -1.73845  0.051
S 0.93072 -1.97783 -0.13292  0.903
H 1.34368 1.50253 -1.27001  0.135
H 2.23779 -0.93357 -1.82635  0.086
H -1.49494 -0.15415 1.31923  0.065
H -0.19762 0.33817 2.36779  0.072
H -0.05241 2.47446 1.57012  0.126
H -1.49806 2.25735 0.18739  0.120

Results
Highest occupied orbital energy: -0.31008 Eh
HOMO-LUMO gap: 0.2849 hartree
Multiplicity: 1
Total charge: 0

Arrangement ii

Molecular formula: C6H6O2S
Method: DFT, ωB97M-V/def2-TZVPD

Last column: Löwdin charge in e.
Atoms and positions in Å:
O -0.22970 -3.05127 0.35998  -0.502
O -2.29749 -2.12832 1.29185  -0.295
C 0.86969 1.86754 -0.94919  -0.070
C -0.48617 1.63333 -0.72071  -0.136
C 1.82246 0.95847 -0.35549  -0.062
C -0.92841 0.63420 0.04006  -0.108
C 1.28055 -0.19668 0.27736  -0.094
C -0.11243 -0.43007 0.53746  -0.290
S -0.58138 -2.03791 1.42051  0.999
H -2.40531 -2.87914 0.75198  0.007
H 1.34028 2.71915 -1.56331  0.128
H -1.07973 2.45008 -1.14891  0.114
H 2.82934 0.92141 -0.73226  0.092
H -2.03414 0.44416 0.16574  0.125
H 2.01244 -0.90496 0.62493  0.092

Results
Highest occupied orbital energy: -0.35658 Eh
HOMO-LUMO gap: 0.3723 hartree
Multiplicity: 1
Total charge: 0

Which structure is most stable? arrangement ii, by 206.4 kJ/mol over the runner-up.